{
  "formula": "C27H25N6PdS",
  "method": "ωB97M-V/def2-TZVPD",
  "s_squared": 6.059,
  "multiplicity": 5,
  "charge": 3,
  "fmax_ev_per_a": 3.7,
  "orbital_gap_ev": [5.7, 2.7],
  "homo_energy_ev": [-15.39, -15.39],
  "species": ["Pd", "C", "C", "N", "N", "C", "N", "S", "C", "C", "C", "C", "C", "N", "H", "H", "H", "H", "H", "H", "H", "H", "H", "H", "N", "C", "C", "C", "C", "C", "C", "C", "H", "H", "H", "H", "H", "C", "C", "C", "C", "C", "C", "N", "C", "C", "C", "C", "C", "C", "H", "H", "H", "H", "H", "H", "H", "H", "H", "H"],
  "positions_angstrom": [[0.378, 0.719, -2.014], [-3.022, 1.330, -4.489], [-1.726, 1.387, -3.795], [-1.098, 0.330, -3.290], [-1.564, -0.959, -3.434], [-1.133, -1.913, -2.548], [-1.429, -3.177, -2.848], [-0.147, -1.433, -1.262], [-0.985, 2.682, -3.586], [-1.210, 3.979, -4.162], [-0.386, 5.066, -3.855], [0.729, 4.803, -3.060], [0.892, 3.556, -2.479], [0.113, 2.510, -2.803], [-2.973, 1.819, -5.458], [-3.834, 1.771, -3.905], [-3.308, 0.296, -4.567], [-1.989, -1.261, -4.332], [-1.803, -3.498, -3.741], [-1.054, -3.935, -2.325], [-2.056, 4.156, -4.836], [-0.609, 6.065, -4.274], [1.459, 5.616, -2.837], [1.703, 3.256, -1.808], [-2.649, -2.161, 2.951], [-1.701, -2.829, 3.120], [-0.710, -3.784, 3.418], [0.309, -3.422, 4.270], [1.267, -4.377, 4.625], [1.117, -5.734, 4.302], [0.154, -6.013, 3.299], [-0.734, -5.059, 2.814], [0.349, -2.417, 4.667], [2.072, -4.045, 5.241], [1.705, -6.531, 4.742], [0.017, -7.063, 3.002], [-1.373, -5.261, 1.914], [4.379, -0.417, 1.760], [3.184, -0.325, 2.462], [1.994, 0.031, 1.819], [2.017, 0.550, 0.522], [3.256, 0.481, -0.176], [4.369, -0.072, 0.416], [0.923, 1.142, 0.002], [-0.060, 1.680, 0.877], [0.123, 2.975, 1.368], [-0.922, 3.515, 2.115], [-2.047, 2.737, 2.390], [-2.117, 1.385, 2.033], [-1.086, 0.848, 1.281], [5.264, -0.876, 2.212], [3.183, -0.523, 3.539], [1.082, -0.092, 2.366], [3.315, 0.896, -1.179], [5.288, -0.245, -0.157], [1.021, 3.537, 1.068], [-0.985, 4.599, 2.292], [-2.950, 3.179, 2.811], [-2.981, 0.753, 2.376], [-1.019, -0.225, 1.145]],
  "forces_ev_per_angstrom": [[1.8, -1.8, 1.3], [-0.1, -0.3, 0.1], [0.8, -0.8, 0.5], [-2.4, 1.1, -2.5], [-0.5, -0.5, -0.3], [-0.4, -0.1, -2.3], [0.0, 0.6, -0.2], [0.1, -0.6, 1.0], [1.0, 0.9, -0.5], [-1.0, -1.3, 0.3], [0.2, -0.7, -0.2], [0.5, 1.4, 0.6], [0.2, -0.8, -0.6], [-1.0, 2.9, -0.3], [-0.1, 0.0, -0.1], [0.2, 0.4, 0.1], [-0.3, -0.3, -0.5], [0.3, 0.5, 0.8], [-0.1, 0.6, 0.2], [0.3, -0.3, 0.8], [0.2, -0.3, 0.4], [0.3, -0.8, 0.3], [-0.7, -0.8, -0.1], [-0.1, 0.7, -0.2], [2.2, -0.8, 0.0], [-3.1, 1.5, -0.5], [0.4, -0.7, -0.8], [0.8, -0.8, 0.2], [-0.4, -0.3, 0.4], [-1.1, 1.3, -1.3], [-0.1, -1.0, 0.7], [0.2, 0.1, -0.5], [0.1, 0.0, 0.1], [0.4, 0.0, 0.5], [0.1, 0.2, -0.1], [0.2, 0.6, -0.1], [0.4, 0.1, 1.4], [0.0, -0.7, 0.1], [-1.2, 0.2, 0.6], [1.6, -0.3, 1.9], [0.2, 0.3, 0.0], [0.1, -0.2, -0.6], [0.7, 0.1, -1.1], [0.3, 1.0, 1.6], [2.7, -1.5, -1.2], [-0.8, 1.9, 0.6], [1.5, 1.2, -1.3], [-1.4, 0.2, 0.1], [-0.1, -2.0, -0.2], [-2.5, -0.7, 1.5], [-0.3, 0.5, -0.1], [-0.2, -0.3, -0.5], [-0.4, 0.2, 0.2], [0.0, -0.1, 0.0], [-0.5, 0.4, 0.1], [-0.6, -0.2, 0.2], [0.4, -0.6, 0.4], [0.4, 0.1, 0.2], [1.1, 0.6, -0.3], [-0.2, 0.1, -0.4]]
}

{
  "formula": "C28H26MoN3O8PS2Se2",
  "method": "ωB97M-V/def2-TZVPD",
  "s_squared": 0.757,
  "multiplicity": 2,
  "charge": -1,
  "fmax_ev_per_a": 2.6,
  "orbital_gap_ev": [5.2, 6.1],
  "homo_energy_ev": [-3.75, -4.62],
  "species": ["Mo", "O", "C", "O", "C", "C", "C", "C", "C", "N", "C", "O", "O", "H", "H", "H", "Se", "Se", "C", "C", "C", "C", "C", "N", "C", "C", "C", "C", "C", "N", "H", "H", "H", "H", "H", "H", "H", "H", "C", "C", "O", "P", "S", "S", "O", "C", "C", "H", "H", "H", "H", "H", "H", "H", "H", "H", "H", "O", "C", "O", "C", "C", "C", "C", "C", "C", "H", "H", "H", "H", "H"],
  "positions_angstrom": [[-0.463, -0.295, -0.114], [-3.950, 1.845, -0.295], [-3.107, 0.978, -0.230], [-1.818, 1.130, -0.244], [-3.429, -0.483, -0.178], [-4.681, -1.053, -0.117], [-4.783, -2.439, -0.135], [-3.627, -3.186, -0.315], [-2.413, -2.537, -0.420], [-2.304, -1.207, -0.277], [-1.066, -3.156, -0.666], [-0.904, -4.354, -0.801], [-0.144, -2.252, -0.662], [-5.545, -0.407, -0.051], [-5.746, -2.921, -0.038], [-3.651, -4.263, -0.388], [0.080, 1.521, 1.975], [-2.535, 2.083, 2.988], [-2.467, 3.556, 1.789], [-3.619, 4.295, 1.501], [-3.539, 5.313, 0.575], [-2.319, 5.595, -0.028], [-1.221, 4.849, 0.350], [-1.298, 3.863, 1.240], [0.120, -0.199, 2.719], [0.600, -0.556, 3.979], [0.437, -1.848, 4.421], [-0.236, -2.758, 3.602], [-0.659, -2.352, 2.358], [-0.472, -1.105, 1.906], [-4.551, 4.029, 1.978], [-4.424, 5.873, 0.302], [-2.224, 6.370, -0.776], [-0.235, 5.024, -0.064], [1.106, 0.202, 4.560], [0.793, -2.154, 5.396], [-0.427, -3.769, 3.928], [-1.171, -3.038, 1.698], [-0.339, 3.233, -5.506], [0.464, 3.027, -4.237], [0.916, 1.672, -4.163], [0.602, 0.777, -2.844], [0.969, 1.956, -1.285], [-1.148, -0.140, -2.971], [1.694, -0.370, -3.055], [3.088, -0.041, -3.066], [3.849, -1.197, -2.451], [-0.643, 4.277, -5.580], [-1.227, 2.602, -5.480], [0.252, 2.967, -6.382], [-0.147, 3.263, -3.364], [1.351, 3.667, -4.218], [3.246, 0.881, -2.498], [3.391, 0.128, -4.104], [3.590, -1.293, -1.398], [4.921, -1.025, -2.542], [3.578, -2.124, -2.956], [2.876, 0.729, 1.295], [2.442, -0.367, 0.982], [1.424, -0.558, 0.194], [3.061, -1.619, 1.532], [2.598, -2.877, 1.163], [3.157, -4.007, 1.743], [4.169, -3.886, 2.684], [4.633, -2.628, 3.048], [4.080, -1.497, 2.472], [1.807, -2.961, 0.427], [2.800, -4.987, 1.454], [4.607, -4.772, 3.127], [5.422, -2.526, 3.781], [4.411, -0.501, 2.733]],
  "forces_ev_per_angstrom": [[0.3, 1.7, -0.9], [-0.2, 0.0, -0.1], [0.3, 0.1, 0.1], [-1.2, 1.1, -0.3], [0.5, 0.3, -0.2], [-0.2, -0.3, 0.1], [0.1, 0.4, 0.0], [0.1, -0.2, -0.2], [-0.1, 0.3, 0.2], [-1.9, -1.0, 0.3], [0.1, -0.4, 0.1], [-0.2, 0.2, 0.0], [0.1, -0.2, -0.1], [0.0, 0.1, 0.0], [0.0, 0.0, 0.0], [0.1, 0.0, 0.0], [-0.2, -0.5, -0.2], [-0.1, -0.1, 0.2], [0.2, 0.3, -0.1], [0.0, -0.1, 0.0], [0.0, 0.0, 0.0], [0.1, 0.1, -0.1], [-0.2, -0.1, 0.1], [0.2, -0.1, 0.0], [-0.4, 0.0, 0.1], [0.1, 0.1, -0.1], [-0.2, -0.1, -0.1], [0.0, 0.0, 0.2], [0.0, 0.0, -0.2], [0.4, -0.1, 0.3], [-0.1, 0.0, 0.0], [0.0, 0.0, 0.0], [0.0, 0.0, 0.0], [0.0, 0.0, -0.1], [0.0, 0.0, 0.1], [0.1, 0.0, 0.0], [0.0, 0.0, 0.0], [0.1, -0.1, 0.1], [0.2, -0.2, 0.1], [-0.2, 0.1, -0.1], [-0.1, -0.2, 0.1], [0.4, 0.3, -0.6], [-0.9, -1.0, 0.2], [0.5, 0.1, 1.0], [-0.1, 0.1, 0.0], [0.2, 0.0, 0.1], [-0.2, 0.2, 0.0], [0.0, 0.0, 0.0], [0.0, 0.0, 0.0], [0.0, 0.0, 0.0], [0.1, 0.0, 0.0], [-0.1, 0.0, 0.0], [0.0, -0.1, 0.0], [-0.1, 0.0, 0.0], [0.0, 0.0, 0.0], [0.0, 0.0, 0.0], [0.1, 0.0, 0.0], [0.3, -0.1, -0.1], [-0.4, 0.4, -0.1], [2.5, -0.6, 0.3], [0.0, -0.2, 0.0], [0.0, 0.0, 0.0], [0.0, -0.1, 0.0], [0.1, 0.0, 0.0], [0.0, 0.0, 0.0], [0.0, 0.0, -0.1], [0.0, 0.0, 0.0], [0.0, 0.0, 0.0], [0.0, 0.0, 0.0], [0.0, 0.0, 0.0], [0.0, 0.0, 0.0]]
}

| no. | total energy (Eh) | molar mass (u) |
| --- | --- | --- |
| 1 | -1897.31397 | 572.0 |
| 2 | -7857.84992 | 881.5 |